DFT (ωB97M-V/def2-TZVPD) results for a 14-piece molecular cluster, C85H107N14O23 overall.

Summary:
Electronic energy = -157764.69128 eV
Orbital gap = 5.21 eV
Net charge = +7

Each atom is followed by the atoms it is bonded to, with distances in Å.
Cartesian coordinates (Å):
1 C -5.209 11.418 3.017  N2 1.488, H15 1.096, H16 1.094, H17 1.115
2 N -4.472 10.389 2.236  C1 1.488, C3 1.345, C7 1.347
3 C -4.394 9.116 2.663  N2 1.345, C4 1.435, H18 1.105
4 C -3.783 8.104 1.850  C3 1.435, C5 1.379, H19 1.094
5 C -3.116 8.468 0.700  C4 1.379, C6 1.394, C8 1.492
6 C -3.235 9.796 0.296  C5 1.394, C7 1.363, H20 1.099
7 C -3.955 10.691 1.029  N2 1.347, C6 1.363, H21 1.095
8 C -2.258 7.454 0.018  C5 1.492, C9 1.377, C13 1.379
9 C -2.762 6.694 -1.013  C8 1.377, C10 1.396, H22 1.084
10 C -1.984 5.696 -1.601  C9 1.396, N11 1.338, H23 1.098
11 N -0.704 5.558 -1.238  C10 1.338, C12 1.381, C14 1.473
12 C -0.133 6.334 -0.249  N11 1.381, C13 1.386, H24 1.069
13 C -0.938 7.275 0.373  C8 1.379, C12 1.386, H25 1.074
14 C 0.121 4.545 -1.921  N11 1.473, H26 1.084, H27 1.135, H28 1.104
15 H -6.252 11.289 2.704  C1 1.096
16 H -4.845 12.429 2.813  C1 1.094
17 H -5.081 11.262 4.114  C1 1.115
18 H -4.800 8.872 3.661  C3 1.105
19 H -3.682 7.098 2.268  C4 1.094
20 H -2.800 10.130 -0.657  C6 1.099
21 H -4.064 11.737 0.722  C7 1.095
22 H -3.807 6.855 -1.253  C9 1.084
23 H -2.458 4.931 -2.229  C10 1.098
24 H 0.905 6.133 -0.090  C12 1.069
25 H -0.441 7.890 1.099  C13 1.074
26 H -0.292 4.467 -2.921  C14 1.084
27 H -0.049 3.566 -1.373  C14 1.135
28 H 1.185 4.838 -1.911  C14 1.104
29 C -1.545 -5.935 1.162  N30 1.454, H43 1.091, H44 1.099, H45 1.126
30 N -2.834 -5.948 1.833  C29 1.454, C31 1.369, C35 1.335
31 C -3.603 -7.080 1.804  N30 1.369, C32 1.376, H46 1.082
32 C -4.873 -7.053 2.333  C31 1.376, C33 1.409, H47 1.086
33 C -5.480 -5.897 2.862  C32 1.409, C34 1.366, C36 1.505
34 C -4.725 -4.769 2.706  C33 1.366, C35 1.401, H48 1.078
35 C -3.389 -4.822 2.286  N30 1.335, C34 1.401, H49 1.084
36 C -6.834 -5.923 3.517  C33 1.505, C37 1.353, C41 1.387
37 C -6.878 -6.703 4.621  C36 1.353, C38 1.417, H50 1.094
38 C -8.038 -6.759 5.434  C37 1.417, N39 1.347, H51 1.088
39 N -9.140 -6.093 5.040  C38 1.347, C40 1.367, C42 1.473
40 C -9.106 -5.358 3.887  N39 1.367, C41 1.376, H52 1.081
41 C -7.971 -5.233 3.120  C36 1.387, C40 1.376, H53 1.073
42 C -10.375 -6.063 5.841  N39 1.473, H54 1.094, H55 1.075, H56 1.110
43 H -1.040 -4.969 1.224  C29 1.091
44 H -1.748 -6.219 0.120  C29 1.099
45 H -0.774 -6.651 1.562  C29 1.126
46 H -3.251 -7.901 1.195  C31 1.082
47 H -5.464 -7.964 2.313  C32 1.086
48 H -5.138 -3.806 2.959  C34 1.078
49 H -2.786 -3.923 2.350  C35 1.084
50 H -5.998 -7.191 5.050  C37 1.094
51 H -8.146 -7.397 6.309  C38 1.088
52 H -9.985 -4.757 3.702  C40 1.081
53 H -8.060 -4.761 2.160  C41 1.073
54 H -10.257 -6.924 6.507  C42 1.094
55 H -11.230 -6.249 5.216  C42 1.075
56 H -10.432 -5.097 6.384  C42 1.110
57 C -9.751 -2.397 -5.836  N58 1.421, H71 1.075, H72 1.089, H73 1.104
58 N -8.400 -2.055 -5.559  C57 1.421, C59 1.294, C63 1.386
59 C -8.030 -0.819 -5.457  N58 1.294, C60 1.406, H74 1.090
60 C -6.690 -0.449 -5.247  C59 1.406, C61 1.361, H75 1.083
61 C -5.695 -1.376 -5.315  C60 1.361, C62 1.418, C64 1.499
62 C -6.131 -2.724 -5.375  C61 1.418, C63 1.365, H76 1.095
63 C -7.449 -3.061 -5.482  N58 1.386, C62 1.365, H77 1.107
64 C -4.241 -1.043 -5.458  C61 1.499, C65 1.372, C69 1.399
65 C -3.273 -1.921 -5.038  C64 1.372, C66 1.394, H78 1.070
66 C -1.940 -1.681 -5.369  C65 1.394, N67 1.357, H79 1.071
67 N -1.561 -0.536 -5.992  C66 1.357, C68 1.384, C70 1.433
68 C -2.492 0.437 -6.311  N67 1.384, C69 1.431, H80 1.084
69 C -3.876 0.160 -6.073  C64 1.399, C68 1.431, H81 1.074
70 C -0.161 -0.412 -6.270  N67 1.433, H82 1.085, H83 1.077, H84 1.059
71 H -9.960 -2.517 -6.884  C57 1.075
72 H -10.446 -1.618 -5.527  C57 1.089
73 H -10.011 -3.284 -5.233  C57 1.104
74 H -8.746 0.001 -5.524  C59 1.090
75 H -6.418 0.588 -5.093  C60 1.083
76 H -5.396 -3.537 -5.357  C62 1.095
77 H -7.818 -4.094 -5.626  C63 1.107
78 H -3.475 -2.866 -4.578  C65 1.070
79 H -1.123 -2.351 -5.193  C66 1.071
80 H -2.106 1.389 -6.658  C68 1.084
81 H -4.575 0.926 -6.352  C69 1.074
82 H 0.401 -0.475 -5.344  C70 1.085
83 H 0.084 0.549 -6.689  C70 1.077
84 H 0.233 -1.118 -6.953  C70 1.059
85 C 11.403 -6.654 3.092  N86 1.493, H99 1.078, H100 1.081, H101 1.061
86 N 10.506 -5.695 2.381  C85 1.493, C87 1.352, C91 1.337
87 C 10.118 -6.069 1.141  N86 1.352, C88 1.394, H102 1.058
88 C 9.434 -5.196 0.297  C87 1.394, C89 1.403, H103 1.100
89 C 9.030 -3.934 0.756  C88 1.403, C90 1.407, C92 1.561
90 C 9.554 -3.556 2.007  C89 1.407, C91 1.394, H104 1.090
91 C 10.273 -4.447 2.802  N86 1.337, C90 1.394, H105 1.074
92 C 8.166 -2.943 -0.086  C89 1.561, C93 1.384, C97 1.403
93 C 8.471 -1.603 -0.248  C92 1.384, C94 1.413, H106 1.032
94 C 7.750 -0.736 -1.099  C93 1.413, N95 1.351, H107 1.114
95 N 6.772 -1.281 -1.856  C94 1.351, C96 1.379, C98 1.429
96 C 6.381 -2.591 -1.686  N95 1.379, C97 1.408, H108 1.087
97 C 7.071 -3.445 -0.806  C92 1.403, C96 1.408, H109 1.086
98 C 6.055 -0.467 -2.787  N95 1.429, H110 1.077, H111 1.079, H112 1.115
99 H 12.214 -7.006 2.475  C85 1.078
100 H 10.833 -7.388 3.642  C85 1.081
101 H 11.936 -6.054 3.787  C85 1.061
102 H 10.445 -7.022 0.813  C87 1.058
103 H 9.203 -5.513 -0.731  C88 1.100
104 H 9.276 -2.645 2.536  C90 1.090
105 H 10.685 -4.192 3.761  C91 1.074
106 H 9.330 -1.196 0.155  C93 1.032
107 H 8.054 0.307 -1.344  C94 1.114
108 H 5.531 -2.868 -2.305  C96 1.087
109 H 6.755 -4.471 -0.640  C97 1.086
110 H 6.751 0.139 -3.342  C98 1.077
111 H 5.421 0.159 -2.179  C98 1.079
112 H 5.393 -1.087 -3.435  C98 1.115
113 C -0.009 0.057 6.309  N114 1.430, H127 1.090, H128 1.061, H129 1.089
114 N -0.655 0.679 5.195  C113 1.430, C115 1.344, C119 1.322
115 C -1.930 1.092 5.303  N114 1.344, C116 1.373, H130 1.080
116 C -2.701 1.312 4.189  C115 1.373, C117 1.409, H131 1.091
117 C -2.116 1.126 2.921  C116 1.409, C118 1.415, C120 1.476
118 C -0.734 0.833 2.857  C117 1.415, C119 1.381, H132 1.095
119 C -0.046 0.573 4.026  N114 1.322, C118 1.381, H133 1.067
120 C -2.859 0.722 1.711  C117 1.476, C121 1.370, C125 1.408
121 C -3.655 1.448 0.865  C120 1.370, C122 1.400, H134 1.067
122 C -4.315 0.817 -0.196  C121 1.400, N123 1.347, H135 1.097
123 N -4.205 -0.510 -0.395  C122 1.347, C124 1.359, C126 1.486
124 C -3.348 -1.192 0.409  N123 1.359, C125 1.382, H136 1.083
125 C -2.598 -0.631 1.425  C120 1.408, C124 1.382, H137 1.090
126 C -5.003 -1.180 -1.455  N123 1.486, H138 1.088, H139 1.063, H140 1.087
127 H 1.026 -0.088 6.000  C113 1.090
128 H -0.459 -0.891 6.464  C113 1.061
129 H -0.050 0.685 7.197  C113 1.089
130 H -2.285 1.163 6.320  C115 1.080
131 H -3.762 1.450 4.398  C116 1.091
132 H -0.258 0.580 1.904  C118 1.095
133 H 0.958 0.213 4.059  C119 1.067
134 H -3.733 2.512 0.841  C121 1.067
135 H -4.809 1.366 -1.006  C122 1.097
136 H -3.262 -2.249 0.188  C124 1.083
137 H -1.993 -1.284 2.054  C125 1.090
138 H -4.715 -0.661 -2.367  C126 1.088
139 H -6.041 -1.032 -1.284  C126 1.063
140 H -4.746 -2.230 -1.565  C126 1.087
141 C 4.031 3.069 3.055  N142 1.498, H155 1.101, H156 1.095, H157 1.115
142 N 4.506 4.453 2.735  C141 1.498, C143 1.294, C147 1.431
143 C 4.832 5.221 3.724  N142 1.294, C144 1.355, H158 1.073
144 C 5.479 6.410 3.689  C143 1.355, C145 1.372, H159 1.105
145 C 5.604 6.899 2.413  C144 1.372, C146 1.368, C148 1.483
146 C 5.309 6.143 1.312  C145 1.368, C147 1.544, H160 1.085
147 C 4.796 4.687 1.353  N142 1.431, C146 1.544, H161 1.135, O218 1.433
148 C 5.858 8.345 2.206  C145 1.483, C149 1.373, C153 1.428
149 C 6.858 8.960 2.918  C148 1.373, C150 1.362, H162 1.078
150 C 6.820 10.319 2.999  C149 1.362, N151 1.328, H163 1.080
151 N 5.795 10.976 2.467  C150 1.328, C152 1.364, C154 1.434
152 C 4.922 10.417 1.580  N151 1.364, C153 1.345, H164 1.064
153 C 4.947 9.085 1.393  C148 1.428, C152 1.345, H165 1.069
154 C 5.894 12.376 2.758  N151 1.434, H166 1.080, H167 1.065, H168 1.088
155 H 3.905 2.987 4.145  C141 1.101
156 H 4.729 2.337 2.634  C141 1.095
157 H 3.127 2.905 2.422  C141 1.115
158 H 4.621 4.843 4.707  C143 1.073
159 H 5.759 7.045 4.549  C144 1.105
160 H 5.797 6.394 0.376  C146 1.085
161 H 3.860 4.616 0.715  C147 1.135
162 H 7.614 8.355 3.389  C149 1.078
163 H 7.550 10.924 3.516  C150 1.080
164 H 4.278 11.142 1.141  C152 1.064
165 H 4.360 8.608 0.637  C153 1.069
166 H 5.753 12.473 3.825  C154 1.080
167 H 5.116 12.955 2.316  C154 1.065
168 H 6.884 12.733 2.485  C154 1.088
169 C 2.183 0.750 -0.298  C170 1.577, H176 1.077, H177 1.076, H178 1.099
170 C 0.682 0.331 -0.539  C169 1.577, O171 1.250, N172 1.289
171 O -0.125 1.154 -1.024  C170 1.250
172 N 0.412 -0.872 -0.162  C170 1.289, H174 0.944, C175 1.500
173 H 1.859 -3.602 -2.240  O227 1.053
174 H 1.238 -1.299 0.000  N172 0.944
175 C -0.543 -1.928 -0.632  N172 1.500, H179 1.105, H180 1.075, H181 1.108
176 H 2.334 1.572 0.380  C169 1.077
177 H 2.424 1.107 -1.284  C169 1.076
178 H 2.874 -0.037 0.034  C169 1.099
179 H -1.467 -1.513 -1.074  C175 1.105
180 H -0.830 -2.542 0.203  C175 1.075
181 H -0.064 -2.428 -1.497  C175 1.108
182 C 0.724 -10.498 -3.895  C183 1.545, H189 1.093, H190 1.125, H191 1.091
183 C 0.636 -9.067 -4.473  C182 1.545, O184 1.184, N185 1.587
184 O 0.357 -8.629 -5.536  C183 1.184
185 N 0.970 -7.906 -3.443  C183 1.587, H186 1.013, H187 1.018, C188 1.450
186 H 0.780 -8.285 -2.523  N185 1.013
187 H 1.983 -7.817 -3.494  N185 1.018
188 C 0.415 -6.572 -3.565  N185 1.450, H192 1.097, H193 1.099, H194 1.093
189 H 0.663 -11.148 -4.771  C182 1.093
190 H -0.125 -10.708 -3.187  C182 1.125
191 H 1.717 -10.595 -3.454  C182 1.091
192 H 1.175 -5.882 -3.177  C188 1.097
193 H -0.595 -6.446 -3.152  C188 1.099
194 H 0.413 -6.363 -4.639  C188 1.093
195 O 0.617 -2.552 4.568  C196 1.370, H199 0.983
196 C -0.557 -2.479 3.867  O195 1.370, O197 1.269, O198 1.261
197 O -0.664 -3.093 2.762  C196 1.269
198 O -1.468 -1.778 4.388  C196 1.261
199 H 1.124 -3.256 4.106  O195 0.983
200 O -4.405 -3.944 -2.572  C201 1.526, H204 0.969
201 C -3.722 -4.743 -1.467  O200 1.526, O202 1.235, O203 1.222
202 O -4.460 -5.200 -0.588  C201 1.235
203 O -2.528 -4.769 -1.731  C201 1.222
204 H -5.277 -3.904 -2.151  O200 0.969
205 O 4.080 -0.215 2.579  C206 1.431, H209 0.978
206 C 4.606 -1.225 1.712  O205 1.431, O207 1.202, O208 1.218
207 O 5.435 -0.819 0.941  C206 1.202
208 O 4.035 -2.297 1.800  C206 1.218
209 H 3.462 -0.914 2.873  O205 0.978
210 O -2.579 0.967 -3.336  C211 1.492, H214 0.978
211 C -3.376 2.099 -2.779  O210 1.492, O212 1.239, O213 1.252
212 O -2.839 2.777 -1.892  C211 1.239
213 O -4.519 2.262 -3.262  C211 1.252
214 H -1.676 0.967 -2.960  O210 0.978
215 O 5.991 1.680 -0.009  C216 1.260, H219 0.942
216 C 5.401 2.794 -0.020  O215 1.260, O217 1.237, O218 1.406
217 O 4.729 3.313 -0.920  C216 1.237
218 O 5.712 3.622 1.073  C147 1.433, C216 1.406
219 H 5.744 0.830 0.311  O215 0.942
220 O 2.342 1.306 -3.575  C221 1.350, H224 1.011
221 C 2.068 1.402 -4.893  O220 1.350, O222 1.315, O223 1.210
222 O 2.739 0.584 -5.675  C221 1.315, H229 0.940
223 O 1.214 2.140 -5.331  C221 1.210
224 H 2.651 0.363 -3.383  O220 1.011
225 O 3.501 -1.790 -4.229  C226 1.212
226 C 2.710 -2.153 -3.384  O225 1.212, O227 1.416, O228 1.287
227 O 2.685 -3.475 -2.879  H173 1.053, C226 1.416
228 O 1.837 -1.344 -2.895  C226 1.287
229 H 3.234 -0.141 -5.339  O222 0.940

Here are the Mulliken charges for atoms 1 to 5, given in e: number 1, C, carries -0.8475; number 2, N, carries 0.0612; number 3, C, carries -0.2619; number 4, C, carries -0.4419; number 5, C, carries -0.0014